w.
Entry from the Open Molecules 2025 dataset: a 14-piece molecular cluster, H28O14 overall (ωB97M-V/def2-TZVPD).

Summary:
Orbital gap: 0.3654 hartree
HOMO level: -11.00 eV
Net charge: 0
LUMO: -1.06 eV

Last column: Mulliken charge in e.
Element x y z (Å)
H  -0.5372  -0.0881  0.3452  0.30
H  0.5011  0.9683  0.0045  0.22
H  -2.1214  -2.4948  -2.4983  0.31
H  -1.7987  -3.3776  -1.3038  0.31
H  -5.6422  -2.3827  1.1109  0.31
H  -4.1971  -2.4682  0.6480  0.31
H  0.8428  3.1394  -1.6639  0.27
H  0.1078  4.4679  -1.5941  0.28
H  3.6097  -1.6011  -2.1268  0.33
H  4.5452  -0.6699  -1.3732  0.32
H  2.6056  0.1758  1.2010  0.23
H  3.6913  -0.8874  1.2304  0.33
H  2.4266  -0.2335  4.4177  0.30
H  1.7318  -0.4824  3.0891  0.28
H  -2.5430  1.4674  -3.2511  0.29
H  -3.3716  2.6392  -3.7516  0.30
H  0.0737  -2.1637  0.3941  -0.07
H  0.5206  -1.2867  -0.7640  0.43
H  -0.8501  -1.6972  2.4627  0.26
H  -1.1005  -2.7627  1.4081  0.40
H  2.8462  -4.4057  -2.0256  0.30
H  2.7331  -2.9400  -1.6394  0.24
H  -2.7078  4.2823  -0.2302  0.26
H  -1.3081  4.3926  0.3519  0.29
H  -3.3293  0.7060  2.3803  0.33
H  -1.9289  1.1633  2.0065  0.27
H  2.3350  3.5072  0.7283  0.29
H  1.9692  3.4783  2.2032  0.30
O  0.0435  0.2051  -0.3660  -0.57
O  -2.2782  -3.3757  -2.1399  -0.61
O  -4.7946  -2.7828  1.3357  -0.62
O  0.2884  3.7296  -2.1868  -0.56
O  4.5342  -1.3344  -2.0713  -0.64
O  3.4296  -0.0811  0.7719  -0.52
O  2.4253  0.0489  3.4962  -0.59
O  -2.6118  2.4273  -3.1977  -0.58
O  0.8148  -2.0136  -0.2036  -0.45
O  -1.4984  -2.3542  2.1852  -0.53
O  2.4617  -3.5708  -2.3157  -0.57
O  -1.7946  4.0201  -0.3921  -0.54
O  -2.8472  1.2136  1.7179  -0.59
O  2.7237  3.4219  1.6062  -0.60

x.
Entry from the Open Molecules 2025 dataset: a 14-piece molecular cluster, H28O14 overall (ωB97M-V/def2-TZVPD).

Summary:
Orbital gap: 0.3442 hartree
HOMO level: -10.27 eV
Net charge: 0
LUMO: -0.91 eV

Last column: Mulliken charge in e.
Element x y z (Å)
O  0.6937  -0.7866  2.3713  -0.59
H  1.0039  -1.7054  2.5664  0.30
H  1.3222  -0.2942  2.8323  0.22
O  2.4823  1.1193  0.0086  -0.56
H  2.9984  1.5547  0.6339  0.23
H  2.5165  0.1592  0.0448  0.24
O  -2.0156  -0.9516  3.1561  -0.57
H  -1.1921  -1.1655  2.7688  0.30
H  -2.3131  -1.7299  3.5943  0.30
O  -0.1295  3.3059  0.8911  -0.69
H  -0.6069  2.5022  1.0961  0.31
H  0.4883  3.4885  1.6154  0.28
O  -2.3210  1.1189  0.8455  -0.66
H  -1.6295  0.5996  0.4078  0.27
H  -2.7073  1.6278  0.1747  0.26
O  -0.0176  -0.2202  -0.1009  0.16
H  0.6525  0.4391  -0.2313  -0.05
H  0.1280  -0.4677  0.8191  0.38
O  0.1773  0.4381  -2.9960  -0.66
H  -0.3761  1.0198  -2.4719  0.31
H  1.0109  0.5102  -2.5491  0.28
O  -2.9766  -1.6457  0.3386  -0.64
H  -2.7008  -1.3829  -0.5451  0.39
H  -2.9126  -0.8641  0.7942  0.37
O  -0.9245  2.5378  -1.5006  -0.63
H  -0.6255  2.9755  -0.7190  0.40
H  -1.9313  2.5182  -1.3845  0.24
O  2.1926  3.4522  -1.3924  -0.61
H  3.0500  3.7694  -1.1044  0.26
H  2.1192  2.5543  -1.0504  0.41
O  1.1524  -3.8787  0.5142  -0.63
H  1.6671  -3.1747  0.1184  0.39
H  0.4383  -3.4433  0.9067  0.28
O  2.7753  -1.5709  0.3949  -0.63
H  3.4666  -1.3848  -0.2643  0.28
H  3.2112  -2.2093  0.9540  0.31
O  -0.4124  -2.4286  -1.5839  -0.62
H  -1.0263  -3.0436  -1.1264  0.37
H  -0.2237  -1.6867  -1.0248  0.13
O  -2.4758  -0.6841  -2.3206  -0.73
H  -2.4832  -0.2635  -3.2211  0.38
H  -1.5453  -0.7087  -2.2607  0.24

Most stable structure - x; separation to the second - 178.4 kJ/mol.

w.
Entry from the Open Molecules 2025 dataset: a 14-piece molecular cluster, H28O14 overall (ωB97M-V/def2-TZVPD).

Summary:
Orbital gap: 0.3813 hartree
HOMO level: -10.58 eV
Net charge: 0
LUMO: -0.21 eV

Last column: Mulliken charge in e.
Element x y z (Å)
O  -1.7607  4.1723  -0.3571  -0.61
H  -1.3642  4.9805  -0.6824  0.30
H  -1.5366  3.5136  -1.0144  0.32
O  -2.3516  -4.2969  -0.4549  -0.63
H  -1.7015  -3.7383  -0.8810  0.33
H  -1.9402  -5.1605  -0.4203  0.29
O  4.7315  1.8035  -0.0712  -0.64
H  4.0466  2.3871  0.2553  0.32
H  4.3286  0.9352  -0.0679  0.31
O  3.5393  -1.5722  0.3956  -0.57
H  4.1222  -1.9034  -0.2876  0.29
H  3.7536  -2.0950  1.1682  0.29
O  -2.5667  -1.1808  2.9606  -0.62
H  -1.7554  -1.6761  2.8484  0.31
H  -2.3968  -0.3417  2.5325  0.30
O  2.1467  0.1976  -3.6856  -0.61
H  1.3778  0.7625  -3.7628  0.30
H  2.5063  0.1593  -4.5719  0.30
O  1.8841  3.5582  0.5128  -0.62
H  1.2201  4.0945  0.0795  0.28
H  1.5153  2.6749  0.5147  0.33
O  -0.0216  0.3040  0.1938  -0.47
H  0.4943  -0.4449  -0.1048  0.24
H  -0.8955  0.1522  -0.1661  0.23
O  1.5419  0.1916  3.5343  -0.61
H  1.7512  -0.6390  3.1071  0.29
H  0.8373  0.5635  3.0038  0.31
O  0.1258  -3.3894  2.3173  -0.55
H  -0.3109  -4.1807  2.0018  0.28
H  0.9645  -3.6984  2.6596  0.28
O  -3.9048  -0.1198  -1.0268  -0.60
H  -4.1016  -1.0303  -1.2468  0.31
H  -4.7408  0.2421  -0.7328  0.30
O  -2.3029  2.4284  2.6565  -0.60
H  -2.0131  2.7875  1.8179  0.31
H  -2.0536  3.0913  3.3004  0.29
O  -1.6225  1.5095  -3.1860  -0.61
H  -1.9887  2.2668  -3.6428  0.29
H  -2.3652  1.1306  -2.7159  0.32
O  0.5666  -2.8852  -2.3646  -0.61
H  1.0680  -2.0817  -2.5035  0.30
H  1.1735  -3.4716  -1.9129  0.31

x.
Entry from the Open Molecules 2025 dataset: a 14-piece molecular cluster, H28O14 overall (ωB97M-V/def2-TZVPD).

Summary:
Orbital gap: 0.3155 hartree
HOMO level: -8.74 eV
Net charge: 0
LUMO: -0.15 eV

Last column: Mulliken charge in e.
Element x y z (Å)
H  0.7854  0.0508  0.3805  0.18
H  -0.4727  0.1317  -0.6559  0.57
H  -2.3964  -0.6366  -0.3687  0.30
H  -2.0915  -0.5359  -1.8716  0.30
H  4.7291  -1.3465  1.3709  0.30
H  3.9460  -0.0053  0.9916  0.33
H  -4.3631  -1.1614  -1.2443  0.29
H  -5.8334  -0.7628  -1.5404  0.29
H  1.7834  2.7468  2.9603  0.30
H  0.5312  2.1550  3.2212  0.31
H  -1.7368  -1.9568  3.2320  0.30
H  -2.4950  -0.9221  2.3644  0.30
H  3.1867  -0.9883  -2.6339  0.31
H  2.4242  -2.1816  -2.4537  0.29
H  -2.5372  3.1601  0.2380  0.25
H  -2.0604  2.2185  1.1567  0.21
H  -1.1801  -3.4681  -0.7058  0.21
H  -2.1923  -2.4316  -1.2006  0.30
H  2.7516  -4.1034  1.5790  0.31
H  2.3462  -2.8272  0.7021  0.30
H  -0.1297  4.8016  -1.1286  0.27
H  -1.1600  3.8064  -0.8434  0.30
H  0.9628  0.4792  -2.1328  0.32
H  0.4961  1.7264  -1.2119  0.20
H  1.6988  2.7916  -1.2651  0.35
H  3.2032  2.8481  -1.3945  0.29
H  -0.5364  -2.3095  0.9122  0.42
H  0.7365  -1.7949  1.2881  0.09
O  -0.1685  0.3240  0.2295  -0.70
O  -1.7591  -0.7875  -0.9820  -0.72
O  4.3159  -0.8620  0.6709  -0.63
O  -4.9693  -0.4380  -1.4435  -0.59
O  0.8678  3.0631  3.2707  -0.62
O  -2.5526  -1.7738  2.7674  -0.62
O  2.6898  -1.6720  -3.1301  -0.62
O  -1.8059  2.5345  0.3449  -0.45
O  -1.4888  -2.5142  -0.5525  -0.45
O  2.1174  -3.6998  0.8938  -0.60
O  -0.3181  3.9950  -0.6056  -0.51
O  0.3036  1.1669  -1.9972  -0.68
O  2.5158  2.8255  -0.7326  -0.56
O  -0.1444  -1.6457  1.5207  -0.44

Most stable structure - w; separation to the second - 643.0 kJ/mol.

w.
Entry from the Open Molecules 2025 dataset: C4H4N2O3 in the gas phase (ωB97M-V/def2-TZVPD).

Summary:
Orbital gap: 0.3727 hartree
HOMO level: -10.46 eV
SMILES string: C=N/N=C(/C=O)OC=O
Net charge: 0
LUMO: -0.31 eV

Last column: Mulliken charge in e.
Element x y z (Å)
C  0.9906  -2.0370  -1.4345  -0.28
C  -0.1991  0.5416  -0.1606  0.61
C  -0.3354  0.2686  2.1373  0.12
C  -0.6562  1.9164  -0.4108  -0.05
H  1.7690  -1.3758  -1.7823  0.29
H  1.2293  -3.0788  -1.3698  0.27
H  0.2527  -0.1069  2.9588  0.37
H  -1.1524  2.0787  -1.3866  0.37
N  -0.0970  -1.5705  -1.0053  -0.42
N  -0.3416  -0.2723  -1.1388  -0.13
O  0.5010  0.3138  1.0623  -0.26
O  -1.4873  0.5079  2.1585  -0.41
O  -0.4736  2.8143  0.3718  -0.47

x.
Entry from the Open Molecules 2025 dataset: C4H4N2O3 in the gas phase (ωB97M-V/def2-TZVPD).

Summary:
Orbital gap: 0.3019 hartree
HOMO level: -8.70 eV
Net charge: 0
LUMO: -0.48 eV

Last column: Mulliken charge in e.
Element x y z (Å)
C  -0.1712  0.4378  0.1652  -0.71
C  1.1130  0.9076  0.0819  0.13
C  1.0410  -1.7520  -0.0146  0.48
C  -0.2036  -1.0513  -0.1162  -0.23
N  2.1501  0.0874  -0.0650  -0.38
N  3.4520  0.3144  0.0346  0.92
O  1.7574  -2.6948  0.0133  -0.30
O  3.8728  1.4464  -0.0818  -0.63
O  4.1732  -0.6698  0.0639  -0.64
H  -0.9907  1.2012  0.3942  0.30
H  1.1957  1.9466  0.0622  0.45
H  -0.8829  -1.7099  0.5973  0.32
H  -0.6484  -1.1360  -1.1165  0.29

Most stable structure - w; separation to the second - 373.4 kJ/mol.